{
  "formula": "HNO3S3",
  "method": "ωB97M-V/def2-TZVPD",
  "total_charge": 0,
  "lumo_energy_ev": -1.43,
  "elements": ["N", "O", "O", "O", "S", "S", "S", "H"],
  "xyz": [[-0.19919, -0.40662, 0.19410], [-3.40627, -1.95700, -0.68392], [-0.32935, -2.23190, -1.66760], [-0.50547, 0.23991, -2.34050], [-1.68052, -0.14740, 1.03574], [-2.92476, -0.60509, -0.83173], [-0.70964, -0.87130, -1.46255], [0.34029, -1.21568, 0.65640]],
  "forces_ev_per_angstrom": [[1.23, -1.74, -0.58], [-0.91, -0.55, -0.20], [0.04, 0.34, -0.45], [0.53, -0.67, -0.07], [-1.16, 0.30, -1.11], [2.27, -0.28, 1.35], [-0.84, 1.33, 2.22], [-1.16, 1.27, -1.16]]
}

=====

{
  "formula": "C3H3HgO2",
  "method": "ωB97M-V/def2-TZVPD",
  "total_charge": 1,
  "multiplicity": 3,
  "lumo_energy_ev": [-4.31, -7.69],
  "elements": ["O", "C", "O", "Hg", "C", "C", "H", "H", "H"],
  "xyz": [[-3.58902, -2.11305, 2.11951], [-3.02231, -1.13600, 1.89556], [-2.28398, -0.30525, 1.54568], [-0.42810, 0.90299, 0.49227], [1.94235, -0.09771, -0.60943], [1.64543, 0.72668, -1.59175], [2.67167, -0.14934, 0.20191], [2.18999, 1.67506, -1.71638], [0.87398, 0.49662, -2.33736]],
  "forces_ev_per_angstrom": [[-0.40, 0.94, 0.37], [0.39, -2.17, -0.53], [-0.38, 0.95, 0.37], [0.67, 0.24, -0.40], [0.06, -0.10, 0.75], [-0.34, 0.44, -0.35], [-0.15, -0.10, -0.37], [-0.22, -0.21, 0.05], [0.35, 0.00, 0.11]]
}

=====

{
  "formula": "C11H18O3Se",
  "method": "ωB97M-V/def2-TZVPD",
  "total_charge": 0,
  "multiplicity": 3,
  "lumo_energy_ev": [0.72, -2.00],
  "elements": ["C", "C", "C", "C", "C", "C", "C", "C", "C", "C", "C", "O", "O", "O", "Se", "H", "H", "H", "H", "H", "H", "H", "H", "H", "H", "H", "H", "H", "H", "H", "H", "H", "H"],
  "xyz": [[-3.17085, -1.15633, 0.06682], [-1.61912, 1.53719, 1.41885], [-0.12419, 1.38588, 1.59549], [-1.96965, 1.55827, 0.14041], [0.82168, -0.00348, -0.38243], [-2.07260, -1.20286, -0.67485], [0.30994, 1.37172, 0.02323], [-2.01077, -1.00744, -2.12622], [1.50412, 2.47340, -0.07874], [3.54783, -2.51362, -0.02525], [2.18072, -0.34144, 0.12331], [-3.23756, -1.24343, 1.41193], [-0.96480, 1.72898, -0.75538], [2.34938, -1.75062, 0.26566], [-0.44228, -1.60137, 0.32366], [-4.11631, -1.05126, -0.41953], [-2.57380, -1.04794, 2.01836], [-2.31684, 1.42854, 2.22105], [0.42048, 2.30082, 2.12677], [0.15152, 0.50599, 2.11582], [-2.98444, 1.42988, -0.14899], [0.71975, -0.29644, -1.43901], [-1.18582, -1.51416, -2.55067], [-1.88419, 0.02590, -2.35366], [-3.02327, -1.34759, -2.62034], [2.32560, 2.31974, 0.62564], [0.96892, 3.39524, 0.14407], [1.85291, 2.64151, -1.09809], [4.27742, -2.06770, 0.51467], [3.57970, -2.61616, -1.17816], [3.35812, -3.57604, 0.34629], [2.37438, 0.22849, 1.03044], [2.95402, 0.00634, -0.66116]],
  "forces_ev_per_angstrom": [[0.57, -0.02, 0.86], [0.68, -0.59, 0.48], [0.35, 3.36, -1.50], [0.67, 0.79, 1.29], [0.68, 1.61, -1.57], [2.03, -1.05, 1.55], [1.54, 0.30, 1.14], [-2.68, -0.38, -0.94], [-2.63, 0.06, -0.93], [-4.25, -1.52, -2.58], [2.13, 0.43, -2.02], [-3.63, -0.91, -1.42], [1.86, -0.85, 0.67], [-1.04, -1.05, 0.68], [-2.92, -1.92, 0.46], [-0.71, 0.10, 0.10], [2.49, 0.65, 0.55], [-0.36, 0.01, 0.28], [-1.27, -1.81, -0.94], [0.34, -0.99, 0.45], [-0.43, 0.39, -0.92], [0.03, 0.69, 0.16], [0.66, -0.79, -0.65], [0.09, 0.92, -0.27], [1.98, 0.48, 0.80], [-0.37, -0.21, -0.17], [0.28, 0.34, 0.41], [0.22, -0.51, -0.03], [3.09, 1.11, 0.95], [0.86, 0.47, 1.82], [0.16, 1.53, -0.26], [0.27, -0.38, 0.44], [-0.69, -0.26, 1.09]]
}

=====

{
  "formula": "C9H11NO6PS2",
  "method": "ωB97M-V/def2-TZVPD",
  "smiles": "CP(O)S(=O)(=O)N=[S@](=O)([O-])CC(=O)c1ccccc1",
  "total_charge": -1,
  "lumo_energy_ev": 1.67,
  "elements": ["C", "P", "O", "S", "O", "O", "N", "S", "O", "O", "C", "C", "O", "C", "C", "C", "C", "C", "C", "H", "H", "H", "H", "H", "H", "H", "H", "H", "H", "H"],
  "xyz": [[-3.27374, 2.99588, 1.36776], [-1.81972, 3.56306, 2.46915], [-1.47635, 5.22040, 1.93530], [-0.00105, 2.44202, 2.01342], [-0.11965, 2.04473, 0.52255], [1.16536, 3.46485, 2.21531], [0.04575, 1.09616, 3.12690], [0.90483, -0.28720, 2.40437], [1.44793, -1.28306, 3.46250], [2.11983, 0.31747, 1.66059], [-0.34734, -1.15316, 1.31311], [0.22843, -2.44318, 0.48029], [0.19181, -3.67327, 1.04919], [0.82167, -2.34134, -1.07310], [0.29101, -3.42524, -2.23109], [0.82223, -3.37855, -3.79895], [1.90117, -2.19268, -4.25762], [2.46460, -1.10410, -3.15186], [1.90757, -1.22574, -1.58749], [-4.28823, 3.07393, 1.97364], [-3.37073, 3.76474, 0.47793], [-3.18013, 1.90236, 0.94625], [-2.21124, 5.82282, 2.27053], [-1.19827, -1.56163, 2.04171], [-0.89565, -0.44975, 0.53823], [-0.48708, -4.27850, -1.94014], [0.48650, -4.14433, -4.63205], [2.29253, -2.09022, -5.35820], [3.25324, -0.25727, -3.40345], [2.32473, -0.41918, -0.83480]],
  "forces_ev_per_angstrom": [[-0.81, 0.05, -1.46], [-1.51, 1.83, 1.59], [-1.40, -1.33, 0.30], [4.87, 0.30, -3.69], [-0.19, 0.41, 3.68], [-4.19, -3.20, 0.12], [0.21, -0.33, -2.38], [5.22, 2.00, 1.74], [-3.19, 2.92, -3.13], [-4.02, -2.22, 0.99], [-1.77, -1.39, -1.20], [0.53, -5.45, 1.86], [0.02, 7.57, -3.68], [1.18, 0.29, -4.00], [2.22, 1.95, -1.26], [1.66, 3.24, 2.79], [-0.86, 0.31, 4.15], [-3.19, -3.63, 1.28], [-1.11, -1.56, -2.05], [2.30, -0.17, -0.96], [0.29, -1.68, 1.55], [-0.01, 2.21, 0.81], [1.37, -1.47, -0.39], [2.16, 0.74, -1.42], [1.67, -0.91, 1.74], [1.94, 2.15, -0.59], [0.60, 1.71, 2.14], [-0.97, -0.41, 2.36], [-1.94, -2.08, 0.52], [-1.08, -1.87, -1.42]]
}